1.
Below is one molecule with the formula C6H9N, with properties calculated with ωB97M-V/def2-TZVPD.

```
! RIJCOSX wB97M-V def2-TZVPD def2/J DEFGRID3
* xyz 0 1
C 2.3972 -0.4362 -0.0646
C 1.1006 0.2290 0.3184
C -0.0107 0.1482 -0.6911
C -1.4706 0.1574 -0.3043
C -2.5783 -0.6997 0.1807
C -0.9901 1.2873 -0.6947
N 0.9173 0.9175 1.3745
H 3.2004 -0.0992 0.5950
H 2.3250 -1.5293 -0.0058
H 2.6666 -0.1999 -1.1004
H 0.2860 -0.3011 -1.6472
H -3.5220 -0.1502 0.2406
H -2.3684 -1.1115 1.1729
H -2.7266 -1.5515 -0.4912
H -0.9914 2.3572 -0.8267
H 1.7650 0.9818 1.9440
*
```

Values from the calculation:
HOMO energy, eV: -9.1948
F_max, Eh/bohr: 0.0064
Kohn-Sham gap, hartree: 0.378
ΔE to the lowest compared entry with this formula, charge and spin, eV: 2.7049
SMILES: [H]/N=C(\C)[C@@H]1C=C1C
Total energy, eV: -7855.4547

=====

2.
Below is one molecule with the formula C6H9N, with properties calculated with ωB97M-V/def2-TZVPD.

```
! RIJCOSX wB97M-V def2-TZVPD def2/J DEFGRID3
* xyz 0 1
C -3.3395 0.0303 0.5690
C -1.9259 0.3499 0.3623
C -0.7618 0.6081 0.1889
C 0.6116 1.0503 -0.0449
N 1.5926 -0.0333 -0.3045
C 2.8217 0.3111 -0.7023
C 1.3135 -1.3441 -0.4078
H -3.9426 0.3361 -0.2924
H -3.7300 0.5411 1.4550
H -3.4745 -1.0462 0.7113
H 0.6385 1.6561 -0.9610
H 0.9627 1.6916 0.7705
H 3.6348 -0.3572 -0.4613
H 2.9566 1.1668 -1.3534
H 1.6930 -1.8259 -1.2958
H 0.8037 -1.9032 0.3643
*
```

Values from the calculation:
HOMO energy (alpha / beta), eV: -7.0042 / -7.0380
F_max, Eh/bohr: 0.0100
Kohn-Sham gap (alpha / beta), hartree: 0.287 / 0.289
ΔE to the lowest compared entry with this formula, charge and spin, eV: 5.0008
Total energy, eV: -7853.1588

=====

3.
Below is C6H9N as an isolated structure, with properties calculated with ωB97M-V/def2-TZVPD.

```
! RIJCOSX wB97M-V def2-TZVPD def2/J DEFGRID3
* xyz 0 1
C -2.5551 -0.4047 0.1288
C -1.1254 0.0435 0.1314
C -0.6247 1.3335 0.2134
C 0.7631 1.2705 0.0216
C 1.0925 -0.0697 -0.1313
C 2.4196 -0.7589 -0.0262
N -0.1114 -0.8653 -0.0571
H -2.6348 -1.4332 0.4916
H -3.1696 0.2409 0.7648
H -2.9803 -0.3731 -0.8819
H -1.2081 2.2370 0.3582
H 1.4609 2.0981 0.0278
H 2.4034 -1.7469 -0.4960
H 3.2046 -0.1627 -0.4985
H 2.6798 -0.8970 1.0290
H 0.4362 -0.6234 -1.1264
*
```

Values from the calculation:
HOMO energy, eV: -8.4639
F_max, Eh/bohr: 0.0147
Kohn-Sham gap, hartree: 0.348
ΔE to the lowest compared entry with this formula, charge and spin, eV: 2.0484
Total energy, eV: -7856.1112